[1]
A single FH3NOPS molecule in a non-equilibrium geometry, computed with wB97M-V/def2-TZVPD.

HOMO	-10.16	eV
DFT total energy	-26429.36619	eV
energy above the lowest of the compared OMol25 structures with the same formula, charge and spin	1.419	eV
LUMO energy	0.49	eV

The geometry in XYZ format:
```
8
Properties=species:S:1:pos:R:3:mulliken_charge:R:1
H -0.49468 1.70191 1.50423 0.28
N -0.07351 -0.31929 -1.06364 -0.50
S -2.82039 -0.63429 0.28980 -0.30
P -1.20840 0.24940 -0.10534 0.77
H 0.17971 -1.26734 -1.01114 0.27
H 0.89924 0.08989 -1.00221 0.31
F -1.33628 1.83362 -0.67680 -0.30
O -0.11547 0.91174 1.33864 -0.55
```

[2]
14 unconnected molecules or ions with the total composition C46H122N2O16 in a non-equilibrium geometry, computed with wB97M-V/def2-TZVPD.

HOMO	-8.21	eV
DFT total energy	-85415.10702	eV
energy above the lowest of the compared OMol25 structures with the same formula, charge and spin	0.586	eV
LUMO energy	0.36	eV

The geometry in XYZ format:
```
186
Properties=species:S:1:pos:R:3:mulliken_charge:R:1
C 1.41314 0.10457 -6.95676 -1.10
H 1.76048 -2.25297 -8.33468 0.36
H 7.28237 5.00653 -2.24054 0.39
O 6.74962 -4.08687 -0.41802 -0.61
H -1.37711 3.44620 4.36335 0.01
C -0.80906 3.20596 -7.57429 -0.78
C 5.20561 4.95560 -1.74648 0.25
H -3.34076 3.66670 -3.67598 0.14
H 1.96170 0.23143 7.96312 0.37
C 2.92066 0.10709 -2.77618 -0.89
H 2.35160 -0.23377 -3.63844 0.06
O -1.03038 1.92370 -7.03326 -0.28
H 4.64129 -3.56686 2.45341 0.32
C 0.17103 -1.81661 7.48937 -1.38
H -0.25391 -2.59110 -2.55563 0.20
C -3.88076 1.37776 -2.24522 -1.20
C -5.17335 0.17052 6.57158 -1.45
C 0.99288 -3.08585 -0.86913 -0.41
H -0.21871 3.81103 -6.87794 0.28
C 2.54965 0.12457 1.61520 -0.16
H 3.69482 -0.58029 -2.43224 0.04
C 2.00430 -1.19721 -6.37113 0.91
C -1.94953 3.79630 1.63442 -0.35
H 1.48088 -2.10931 -0.89565 -0.53
H -3.57025 0.42734 -4.50757 0.41
H 3.68356 -6.12628 3.72493 0.31
C 0.04454 1.35734 -0.93157 0.22
H -2.66141 -5.47984 4.65309 0.33
C 6.53868 -2.58071 -2.31383 -1.29
H -0.61981 0.82348 -4.51321 -0.56
H 1.50221 0.94505 -6.26722 0.17
H 2.32496 -0.12727 6.31667 0.33
H 4.05195 -4.11675 -2.41899 -0.09
H -1.74676 3.64345 -7.92803 0.32
H -4.33226 -0.91673 4.96114 0.08
C -1.89119 5.75088 -1.92446 -0.93
O 1.00902 -1.78175 -5.54273 -0.51
H 0.14199 -3.04973 -0.18209 0.10
H 7.54044 -3.56734 -0.28232 0.30
H 1.48054 -2.51848 -3.81017 0.08
C -0.03938 -4.76599 -2.52446 -1.58
H 0.04826 3.83047 3.50376 0.27
H 0.82491 -0.92698 3.32298 0.30
C 4.30120 -5.22964 3.64147 -1.59
H 4.86455 5.01428 -3.63824 0.35
O 4.83425 5.65917 -2.91934 -0.57
H -0.47205 0.64165 1.71046 -0.07
H 4.34379 -4.71397 4.59950 0.40
C 2.45172 -3.71437 2.86184 -0.73
H 4.00581 3.17615 -2.07738 -0.21
H 0.11622 6.61652 -1.60989 0.48
C 4.91026 -4.58049 -1.92975 -0.62
O -6.46941 0.81175 0.24060 -0.50
H -2.46714 6.29953 -1.17083 0.44
N -2.63173 0.38283 -4.14196 -0.21
H 0.10535 5.63368 -3.83881 0.60
C -1.67766 4.84642 2.73181 0.55
H -1.03883 -6.06615 4.44968 0.24
H 1.53182 2.37891 -1.87105 -0.06
H -3.98024 1.58535 4.49166 0.57
H -0.30129 -4.79598 -3.58336 0.41
H -0.16288 3.18552 -8.45720 0.29
H 7.02337 -3.17274 -3.08953 0.37
H 2.97199 0.17448 -0.27748 0.27
C 0.14925 -0.43907 6.84619 2.20
C -1.19516 -0.15986 1.53047 0.14
H 1.45262 1.31762 6.85592 0.39
H -2.87433 2.18336 -6.06151 0.32
H -0.60572 -6.82010 1.88951 0.34
H -1.01228 3.41000 1.22968 -0.26
O -1.06103 5.92524 2.04404 -0.53
H 1.96166 0.41442 -7.85177 0.46
H 5.29553 -5.58425 3.35401 0.42
H 0.19012 -0.64139 -0.81140 -0.75
H -2.29043 1.00469 4.78912 0.06
H -3.54805 -1.52988 7.09227 0.26
C -4.22586 3.58204 -3.03064 -0.62
H 2.56465 -3.19258 3.81524 0.39
H 3.21919 4.44793 -1.06416 0.07
C -3.94874 -0.22271 5.71598 1.00
C -1.65718 -0.14951 0.09603 -0.40
C -0.85686 4.29224 3.90119 -1.04
C -7.12834 0.99864 2.53956 -1.32
H -5.37353 -0.64540 7.26681 0.43
C -6.71065 0.05564 1.42341 0.40
H -2.67647 5.15575 3.06047 0.37
H -2.34838 -4.65284 0.93066 0.29
H -6.03825 0.39206 5.94692 0.28
H -6.43408 1.83136 2.63610 0.27
H -2.07468 6.41439 -2.77809 0.52
H -4.94457 1.07805 7.13105 0.37
H 1.94443 -0.77798 1.53986 -0.20
O 1.68696 -3.13360 -3.09284 -0.33
H 5.26583 -2.86730 -0.64085 0.01
N -0.56345 0.03247 -0.85462 0.97
C 0.17771 4.99217 -2.96185 -0.80
H -7.51267 -0.63612 1.14430 0.29
H 5.79093 -1.90783 -2.74632 0.17
H -0.01291 -0.43337 5.76191 -0.86
C -1.54783 0.69386 -5.06594 0.19
H -2.33076 4.77032 -2.09995 -0.47
H 2.57136 -3.14970 -7.09424 0.43
C 1.08520 1.38952 -2.01790 0.01
C -5.41856 -0.67322 1.85234 -0.82
H 5.43599 -5.17562 -2.67817 0.35
O -0.81833 0.43939 7.42317 -0.68
H -0.90466 -4.96690 -1.89588 0.30
C 1.51693 0.22843 6.95704 -1.61
H 2.79581 -0.84756 -5.70664 0.03
H -4.93778 -1.07851 0.95576 0.38
H -6.24499 0.16363 -0.43699 0.26
C -2.53473 1.13839 -2.89679 1.17
C -0.11557 -1.44223 3.09085 -0.69
H 6.55423 3.56737 -2.78751 0.29
H -1.42483 -0.10407 -5.79511 0.12
H -0.70817 4.99305 4.71963 0.37
H -0.66594 -2.36479 7.05370 0.27
H -2.51272 4.21073 0.80186 0.18
H 1.09626 -2.35978 7.29878 0.39
O -0.53154 -1.40449 1.75396 1.21
H 1.76145 -3.77559 -0.52001 0.61
H 0.09171 -1.66072 8.56453 0.35
H -3.22166 1.76877 5.98764 0.63
O -3.02293 -0.94241 6.54085 -0.43
C 3.83277 -4.29852 2.53700 0.65
C -3.31305 1.04718 5.16667 -1.64
H 7.21096 -1.89035 -1.80592 0.45
O 3.71017 -4.96836 1.27237 -0.56
H 2.24169 -2.95490 2.10860 -0.20
C -1.81586 1.99855 -5.84380 -0.06
H 0.38974 -2.29370 -6.07205 0.25
H 3.09016 0.08596 2.56940 0.45
H 4.60182 -5.05901 0.91577 0.20
H -1.85765 0.72313 -2.13950 0.29
H -2.03498 -1.16437 -0.07714 0.20
H -0.81920 -1.07161 3.84727 -0.24
H -0.75429 2.08235 -1.11812 0.23
H -4.63264 0.01438 2.18453 -0.11
H 4.55285 -5.19642 -1.10567 0.22
H 4.36225 3.39762 -0.39517 0.49
H -2.35542 -7.11228 4.54972 0.39
H -3.98241 4.04855 -2.07060 0.32
H 0.51289 1.71923 -0.00609 0.11
H -0.91821 -4.44979 2.04897 -0.04
C 5.79103 -3.51854 -1.35129 0.86
C 0.50275 -3.34754 -2.32410 0.81
C -2.05438 -6.17867 4.06140 -1.28
C 6.54884 4.24717 -1.93272 -1.36
H 1.24086 4.80560 -2.77593 0.07
H 0.73360 1.27172 -3.04201 -0.74
H 0.00913 -2.49587 3.35302 0.20
H 1.89108 0.96605 1.88474 0.13
H 1.65708 -4.45220 2.93882 0.24
H -2.47044 2.95724 2.10502 0.26
H -1.50013 6.74032 2.29918 0.30
H -2.46403 -3.93835 2.49666 0.22
H -4.95661 4.21554 -3.53662 0.37
O -1.52267 -7.10558 1.93882 -0.56
C 2.41088 -2.12874 -7.46647 -1.54
O 2.07198 0.39484 -1.68234 0.90
C -0.39003 5.65145 -1.72155 0.52
H -3.77420 1.71302 -1.21068 0.53
H -0.36419 5.20616 0.17887 0.02
H -8.13212 1.38159 2.34425 0.41
H 0.76981 -5.45071 -2.27410 0.32
H 3.40996 -1.96400 -7.88370 0.39
C -1.96393 -4.74518 1.94394 -0.67
H 0.37298 -0.01475 -7.24765 0.23
H -1.53828 2.88210 -5.25548 -0.02
C 4.15943 3.94795 -1.31776 -0.45
H -5.53538 -1.39289 2.66099 0.47
H -2.52258 0.44796 -0.19325 -0.64
H -2.03743 2.10339 -3.08269 -1.06
O 3.43906 0.39541 0.56910 -0.68
H -4.39854 0.41678 -2.23732 0.47
C -2.31447 -6.09466 2.57640 0.46
H -3.34747 -6.32256 2.31909 0.28
H -2.08345 0.01414 2.14971 -0.28
H -0.25097 4.00409 -3.14274 -0.27
O -0.06346 4.78999 -0.64114 -0.27
H -1.59878 0.15641 6.90926 0.13
H 5.27402 5.72489 -0.97454 0.36
H 3.55006 0.97677 -3.00870 0.26
O -4.71748 2.27587 -2.98057 -0.45
H -7.19998 0.43058 3.46828 0.27
H 7.03810 3.86320 -1.03907 0.38
```